Record 1
78
Properties=species:S:1:pos:R:3 method="wB97M-V/def2-TZVPD" de_lowest_kcal_mol=0.00 homo_ev=-9.1 homo_lumo_gap_ev=9.29 smiles=C1CCOC1.ClCCl.ClCCl.ClCCl.OCCO.OCCO.OCCO.OCCO.OCCO multiplicity=1
C 2.286 -22.183 22.174
C 0.773 -22.039 22.163
C 0.435 -22.676 20.822
O 1.493 -22.208 19.953
C 2.621 -21.769 20.753
H 2.584 -23.223 22.320
H 2.734 -21.586 22.965
H 0.464 -20.992 22.104
H 0.228 -22.507 22.985
H -0.518 -22.335 20.425
H 0.503 -23.768 20.854
H 2.621 -20.682 20.631
H 3.498 -22.221 20.296
C 8.094 -18.840 19.464
C 9.037 -18.333 18.418
O 8.941 -19.034 17.190
O 8.365 -20.180 19.871
H 7.026 -18.748 19.245
H 8.239 -18.229 20.365
H 10.061 -18.438 18.776
H 8.853 -17.260 18.275
H 8.167 -18.715 16.716
H 8.198 -20.760 19.122
C 2.851 -14.228 22.613
C 1.623 -14.258 23.458
O 0.839 -15.373 23.006
O 3.651 -15.380 22.910
H 3.438 -13.323 22.814
H 2.699 -14.169 21.528
H 1.057 -13.329 23.392
H 1.937 -14.441 24.492
H -0.090 -15.240 23.214
H 4.589 -15.116 22.868
C 8.480 -15.583 22.474
C 7.034 -15.765 22.845
O 6.269 -14.577 22.683
O 8.532 -15.365 21.077
H 8.990 -16.523 22.737
H 8.961 -14.802 23.067
H 6.961 -16.098 23.885
H 6.628 -16.614 22.274
H 6.462 -14.299 21.776
H 9.291 -14.822 20.851
C 3.108 -18.686 24.040
C 4.354 -17.966 24.485
O 4.077 -16.913 25.380
O 2.369 -17.959 23.071
H 2.490 -18.858 24.931
H 3.337 -19.652 23.593
H 4.881 -17.571 23.594
H 5.144 -18.620 24.862
H 3.598 -16.223 24.903
H 2.322 -17.016 23.274
C 0.316 -18.773 20.112
C -1.021 -19.051 19.467
O -1.749 -20.001 20.253
O 0.037 -18.361 21.439
H 0.817 -17.961 19.559
H 0.917 -19.685 20.056
H -0.902 -19.504 18.486
H -1.617 -18.137 19.393
H -1.787 -19.627 21.140
H 0.858 -18.330 21.956
C -0.201 -15.563 17.295
Cl -1.110 -16.903 16.585
Cl 0.250 -14.374 16.066
H -0.776 -15.101 18.088
H 0.716 -15.974 17.700
C 5.068 -12.647 19.062
Cl 5.022 -12.029 20.732
Cl 6.714 -12.703 18.447
H 4.680 -13.656 19.117
H 4.468 -12.004 18.434
C 3.712 -16.748 20.133
Cl 4.359 -18.388 20.059
Cl 3.365 -16.105 18.498
H 2.777 -16.742 20.672
H 4.502 -16.139 20.545

=====

Record 2
106
Properties=species:S:1:pos:R:3 method="wB97M-V/def2-TZVPD" homo_ev="-9.5 / -9.5" s2=0.754 homo_lumo_gap_ev="8.00 / 2.00" multiplicity=2
N -0.657 0.580 1.190
S -0.351 -0.684 0.601
O 0.909 -1.350 0.928
O -1.184 -1.066 -0.552
F -1.246 -1.401 1.730
S 0.469 1.481 0.334
O 1.076 0.979 -0.926
O 1.311 2.293 1.186
F -0.527 2.660 -0.222
C 1.665 1.774 -4.877
O 0.947 2.727 -4.866
N 2.024 1.225 -6.004
N 1.922 0.958 -3.857
H 1.543 1.579 -6.818
H 2.520 0.346 -5.981
H 2.590 0.203 -3.920
H 1.769 1.205 -2.890
C -2.695 4.183 -2.014
O -2.283 4.809 -1.065
N -3.949 4.196 -2.497
N -1.827 3.664 -2.924
H -4.448 5.061 -2.346
H -4.049 3.773 -3.409
H -0.890 3.843 -2.591
H -2.025 3.560 -3.908
C -4.361 0.637 0.544
O -5.433 0.778 0.080
N -3.479 1.549 0.403
N -3.826 -0.449 1.032
H -2.528 1.373 0.694
H -3.796 2.406 -0.026
H -2.845 -0.419 1.270
H -4.453 -1.235 1.129
C -1.505 1.067 4.519
O -1.757 1.177 5.712
N -0.432 0.432 4.083
N -2.161 1.615 3.514
H -0.205 0.571 3.108
H 0.247 0.263 4.810
H -1.945 1.046 2.708
H -2.922 2.238 3.744
C 0.238 4.846 3.963
O 1.374 4.856 4.488
N -0.118 4.003 3.086
N -0.755 5.695 4.167
H -1.027 3.802 2.694
H 0.571 3.399 2.661
H -0.670 6.567 4.669
H -1.423 5.793 3.415
C -2.203 -3.785 -2.624
C -0.740 -4.053 -2.862
O -0.426 -5.184 -2.076
S -1.229 -4.969 -0.670
O -0.661 -3.923 0.107
O -1.495 -6.265 0.000
O -2.509 -4.299 -1.353
H -2.757 -4.417 -3.319
H -2.464 -2.734 -2.749
H -0.242 -3.260 -2.304
H -0.418 -4.066 -3.904
C -1.297 0.336 -3.730
C -2.678 0.086 -3.292
O -3.269 -0.827 -4.162
S -2.252 -1.195 -5.429
O -2.523 -0.373 -6.552
O -2.208 -2.616 -5.634
O -0.938 -0.719 -4.636
H -0.446 0.578 -3.092
H -1.291 1.194 -4.403
H -3.330 0.959 -3.264
H -2.643 -0.390 -2.312
C -0.760 -5.250 3.019
C -0.149 -4.323 4.113
O -0.848 -4.506 5.334
S -1.839 -5.822 5.233
O -3.216 -5.312 5.230
O -1.457 -6.808 6.170
O -1.319 -6.276 3.746
H -0.029 -5.654 2.318
H -1.509 -4.790 2.375
H -0.200 -3.307 3.721
H 0.883 -4.581 4.353
C 4.062 2.620 4.179
C 4.187 2.269 2.675
O 5.411 1.634 2.627
S 6.542 2.626 3.341
O 6.801 3.788 2.511
O 7.605 1.808 3.916
O 5.401 3.067 4.452
H 3.948 1.784 4.869
H 3.290 3.369 4.353
H 4.189 3.135 2.013
H 3.369 1.601 2.406
C 3.425 -1.494 -0.939
C 4.080 -0.712 -2.071
C 3.795 -1.608 -3.229
O 2.505 -2.116 -3.015
C 2.213 -2.109 -1.604
H 3.250 -0.760 -0.152
H 4.051 -2.317 -0.593
H 5.142 -0.667 -1.831
H 3.830 0.345 -1.981
H 4.458 -2.468 -3.137
H 4.029 -1.262 -4.236
H 2.146 -3.113 -1.185
H 1.335 -1.474 -1.487

=====

Record 3
77
Properties=species:S:1:pos:R:3 method="wB97M-V/def2-TZVPD" de_lowest_kcal_mol=173.68 homo_ev=-10.1 homo_lumo_gap_ev=6.38 multiplicity=1 charge=+1
C -2.433 -0.519 4.465
C -3.195 -0.191 3.069
O -3.872 0.857 2.976
N -2.985 -1.183 1.974
C -4.267 -1.787 1.485
S -2.004 -0.569 0.696
C -0.374 -0.100 1.532
C 0.846 0.043 0.467
O 1.939 0.596 0.763
H -2.768 0.171 5.304
H -1.318 -0.483 4.228
H -2.729 -1.613 4.705
H -4.001 -2.692 0.831
H -4.967 -1.050 0.957
H -4.836 -2.199 2.404
H -2.550 0.601 0.157
H -0.142 -0.999 2.223
H -0.491 0.857 2.142
H 0.716 -0.397 -0.596
O -1.560 3.104 -2.282
P -1.313 4.610 -2.071
N -1.380 4.466 -0.344
C -1.788 5.480 0.622
C -0.294 3.686 0.247
N -2.893 5.027 -2.656
C -3.968 5.478 -1.789
C -3.467 4.140 -3.673
N -0.966 6.344 -1.894
C -1.348 7.221 -3.024
C 0.496 6.546 -1.740
H -1.053 6.286 0.729
H -1.918 5.032 1.614
H -2.751 5.927 0.400
H 0.606 4.287 0.404
H -0.016 2.840 -0.388
H -0.590 3.260 1.211
H -4.229 4.726 -1.037
H -4.872 5.708 -2.363
H -3.715 6.422 -1.304
H -3.896 3.236 -3.227
H -2.712 3.844 -4.405
H -4.257 4.649 -4.235
H -0.978 6.833 -3.977
H -0.950 8.231 -2.884
H -2.427 7.358 -3.098
H 1.040 6.199 -2.623
H 0.889 6.009 -0.876
H 0.732 7.601 -1.575
O 0.852 -4.239 0.095
P 2.141 -5.023 0.414
N 2.968 -3.603 0.972
C 4.401 -3.338 0.949
C 2.416 -3.014 2.191
N 2.507 -5.254 -1.266
C 3.573 -4.544 -1.953
C 1.360 -5.349 -2.176
N 3.575 -5.993 0.817
C 3.764 -7.252 0.062
C 3.507 -6.415 2.239
H 4.958 -3.936 1.681
H 4.598 -2.285 1.181
H 4.854 -3.488 -0.025
H 2.795 -3.501 3.094
H 1.325 -3.088 2.215
H 2.654 -1.948 2.255
H 3.421 -3.460 -1.933
H 3.646 -4.854 -3.001
H 4.548 -4.794 -1.534
H 0.956 -4.362 -2.424
H 0.563 -5.953 -1.738
H 1.643 -5.844 -3.111
H 2.854 -7.860 0.061
H 4.576 -7.847 0.493
H 4.068 -7.077 -0.970
H 2.632 -7.043 2.425
H 3.450 -5.558 2.911
H 4.405 -6.969 2.528

=====

Record 4
83
Properties=species:S:1:pos:R:3 method="wB97M-V/def2-TZVPD" homo_ev=-9.2 homo_lumo_gap_ev=7.28 multiplicity=1
C -2.968 2.362 -2.755
O -1.906 2.813 -3.669
B -0.753 1.917 -3.573
O 0.057 1.557 -4.713
C -0.452 1.338 -2.057
C -0.797 -0.141 -1.778
C -0.548 -0.676 -0.299
P -1.017 -2.476 0.036
O -1.086 -3.235 -1.310
C 0.038 0.297 0.786
C 0.360 1.786 0.431
N 0.891 2.880 1.216
S 0.969 4.272 0.233
N 0.401 3.760 -1.321
C 0.125 2.364 -1.021
H -3.124 1.215 -2.797
H -3.946 2.843 -3.134
H -2.823 2.719 -1.679
H -0.482 1.608 -5.545
H -1.221 -0.855 -2.579
H 0.038 -3.044 0.818
H -2.302 -2.482 0.677
H 0.237 -0.075 1.844
C 1.861 -4.454 3.685
O 1.225 -3.848 2.567
H 1.108 -4.975 4.278
H 2.607 -5.170 3.338
H 2.336 -3.685 4.297
H 1.911 -3.394 2.059
C -3.715 1.084 1.677
O -4.248 0.434 0.532
H -3.142 1.954 1.355
H -4.530 1.409 2.328
H -3.057 0.397 2.217
H -4.750 -0.330 0.845
C -0.845 7.050 -2.820
O -1.079 5.769 -3.381
H -1.112 7.810 -3.556
H -1.461 7.181 -1.927
H 0.214 7.151 -2.564
H -0.835 5.114 -2.711
C -1.695 4.171 3.488
O -2.871 3.581 4.020
H -1.217 3.457 2.817
H -1.957 5.073 2.929
H -1.008 4.421 4.300
H -3.277 4.231 4.609
C 3.711 1.275 -1.545
O 2.787 0.395 -0.922
H 4.645 1.263 -0.981
H 3.901 0.941 -2.568
H 3.304 2.289 -1.552
H 1.970 0.425 -1.441
C 4.966 -2.242 -3.289
O 3.792 -2.827 -2.751
H 5.438 -2.954 -3.967
H 4.704 -1.335 -3.842
H 5.659 -1.999 -2.479
H 3.395 -2.176 -2.156
C -0.078 7.516 -6.648
O -0.364 6.146 -6.874
H 0.351 7.942 -7.555
H -1.001 8.047 -6.400
H 0.640 7.610 -5.829
H -0.742 5.794 -6.055
C -3.882 -5.597 0.751
O -4.522 -4.995 -0.363
H -4.629 -6.121 1.347
H -3.132 -6.311 0.400
H -3.406 -4.825 1.362
H -3.838 -4.539 -0.874
C 5.679 -5.864 4.021
O 4.824 -4.873 4.573
H 5.113 -6.789 3.899
H 6.046 -5.534 3.046
H 6.520 -6.043 4.695
H 5.348 -4.068 4.670
C -1.208 -6.154 6.502
O -1.840 -5.549 5.385
H -1.960 -6.675 7.094
H -0.460 -6.872 6.155
H -0.732 -5.385 7.116
H -1.153 -5.096 4.880